# 1
93
Properties=species:S:1:pos:R:3 method="wB97M-V/def2-TZVPD" e_homo_ha="-0.250 / -0.246" energy_ha=-2690.43673 spin_multiplicity=2 gap_ev="5.697 / 5.660"
Re -0.152 0.322 0.785
C -2.416 -6.994 2.386
C -1.145 -6.759 1.879
C -0.744 -5.463 1.583
C -1.610 -4.396 1.791
C -2.885 -4.636 2.292
C -3.285 -5.930 2.593
C -1.171 -3.002 1.479
C -1.581 -2.445 0.261
C -2.340 -3.096 -0.716
C -2.776 -2.130 -1.607
C -2.305 -0.904 -1.136
C -2.678 0.512 -1.505
C -3.865 0.775 -2.428
C -4.907 -0.122 -2.638
C -5.996 0.230 -3.425
C -6.082 1.496 -3.982
C -5.080 2.422 -3.725
C -3.989 2.063 -2.950
C -1.388 1.102 -1.986
N -0.295 1.116 -1.196
C 0.761 1.439 -2.052
C 2.105 1.465 -1.692
C 3.076 2.017 -2.684
C 4.001 1.182 -3.301
C 4.904 1.696 -4.223
C 4.891 3.051 -4.527
C 3.971 3.889 -3.911
C 3.063 3.372 -2.997
C 2.602 1.004 -0.500
C 3.944 1.219 -0.042
C 4.018 0.769 1.228
C 2.734 0.230 1.564
N 1.862 0.354 0.484
C 2.453 -0.339 2.799
C 1.313 -1.109 3.026
C 1.192 -2.155 4.009
C 0.176 -2.949 3.596
C -0.357 -2.374 2.388
N 0.295 -1.183 2.127
C 3.509 -0.287 3.855
C 4.502 -1.261 3.910
C 5.484 -1.209 4.890
C 5.477 -0.180 5.822
C 4.488 0.793 5.769
C 3.502 0.743 4.790
C 0.281 1.633 -3.360
C -1.072 1.391 -3.326
N -1.468 -1.083 -0.072
H -2.729 -8.004 2.617
H -0.465 -7.584 1.714
H 0.249 -5.272 1.193
H -3.561 -3.802 2.443
H -4.277 -6.109 2.987
H -2.580 -4.147 -0.722
H -3.384 -2.292 -2.479
H -4.907 -1.081 -2.147
H -6.791 -0.487 -3.582
H -6.934 1.768 -4.591
H -5.148 3.427 -4.123
H -3.222 2.796 -2.740
H 4.008 0.127 -3.055
H 5.617 1.039 -4.704
H 5.596 3.453 -5.243
H 3.958 4.946 -4.143
H 2.340 4.020 -2.516
H 4.721 1.686 -0.624
H 4.862 0.799 1.896
H 1.855 -2.298 4.846
H -0.153 -3.880 4.031
H 4.505 -2.059 3.176
H 6.254 -1.970 4.922
H 6.243 -0.137 6.586
H 4.481 1.599 6.491
H 2.733 1.508 4.741
H 0.886 1.884 -4.215
H -1.763 1.407 -4.151
O -4.300 1.429 5.406
C -3.536 1.320 4.301
C -4.040 0.904 3.073
C -3.173 0.812 2.011
N -1.863 1.057 2.104
C -1.415 1.534 3.273
C -2.202 1.681 4.392
C 0.011 1.998 3.224
O 0.512 2.555 4.176
O 0.552 1.788 2.068
C -3.698 0.504 0.648
O -4.628 -0.220 0.434
O -2.966 1.183 -0.239
H -5.208 1.168 5.208
H -5.088 0.677 2.921
H -1.772 2.085 5.297

# 2
101
Properties=species:S:1:pos:R:3 method="wB97M-V/def2-TZVPD" e_homo_ha="-0.443 / -0.443" energy_ha=-6016.44519 charge=+2 spin_multiplicity=1 gap_ev="4.448 / 4.449"
Ta -0.537 0.581 -0.055
Br -0.437 -3.686 12.931
C -0.818 -3.198 11.146
C 0.225 -2.794 10.309
C -0.051 -2.421 9.018
C -1.371 -2.471 8.520
C -2.404 -2.903 9.373
C -2.130 -3.248 10.675
N -1.703 -2.180 7.234
N -0.872 -1.609 6.481
C -1.153 -1.263 5.198
C -2.425 -1.222 4.625
C -2.622 -0.757 3.332
C -1.554 -0.322 2.556
O -1.671 0.137 1.333
C -0.231 -0.377 3.101
N 0.784 0.017 2.301
C 2.008 0.002 2.786
C 2.308 -0.399 4.094
C 1.290 -0.826 4.912
C -0.029 -0.832 4.423
H 1.236 -2.776 10.686
H 0.742 -2.115 8.355
H -3.414 -2.941 8.997
H -2.923 -3.557 11.338
H -3.269 -1.551 5.214
H -3.618 -0.727 2.912
H 2.799 0.312 2.113
H 3.330 -0.366 4.437
H 1.476 -1.159 5.921
Te 0.498 2.486 -3.004
C 1.129 2.224 -5.076
C 0.387 1.393 -5.906
C 0.850 1.156 -7.193
N 1.956 1.694 -7.661
C 2.651 2.503 -6.890
C 2.284 2.802 -5.582
C 0.243 0.327 -3.009
P 1.328 -0.098 -1.642
C 1.488 -1.909 -1.515
C 1.374 -2.530 -0.272
C 1.596 -3.891 -0.161
C 1.931 -4.635 -1.281
C 2.031 -4.021 -2.520
C 1.811 -2.661 -2.640
C 2.965 0.467 -2.201
C 3.836 1.110 -1.328
C 5.056 1.568 -1.797
C 5.409 1.377 -3.123
C 4.543 0.727 -3.989
C 3.318 0.277 -3.535
P -1.428 0.040 -2.424
C -1.577 -1.765 -2.490
C -2.084 -2.485 -1.412
C -2.137 -3.866 -1.482
C -1.693 -4.524 -2.618
C -1.192 -3.806 -3.693
C -1.123 -2.428 -3.629
C -2.581 0.738 -3.646
C -3.143 -0.085 -4.621
C -3.905 0.474 -5.631
C -4.118 1.842 -5.673
C -3.589 2.656 -4.683
C -2.839 2.109 -3.656
H -0.526 0.930 -5.559
H 0.311 0.504 -7.867
H 3.548 2.925 -7.321
H 2.890 3.458 -4.978
H 1.134 -1.949 0.616
H 1.520 -4.368 0.805
H 2.120 -5.694 -1.188
H 2.291 -4.602 -3.391
H 1.883 -2.177 -3.603
H 3.550 1.269 -0.295
H 5.728 2.081 -1.127
H 6.356 1.742 -3.487
H 4.813 0.577 -5.022
H 2.627 -0.198 -4.218
H -2.448 -1.961 -0.530
H -2.531 -4.433 -0.653
H -1.736 -5.601 -2.665
H -0.858 -4.325 -4.578
H -0.708 -1.851 -4.445
H -2.995 -1.153 -4.588
H -4.330 -0.165 -6.390
H -4.705 2.272 -6.469
H -3.761 3.720 -4.709
H -2.488 2.745 -2.851
O -0.401 3.801 -0.480
B -0.624 2.716 0.326
O -0.923 3.092 1.600
C -0.892 4.469 1.612
C -1.112 5.348 2.654
C -0.994 6.697 2.358
C -0.671 7.138 1.079
C -0.450 6.256 0.031
C -0.568 4.913 0.325
H -1.359 4.997 3.641
H -1.153 7.421 3.142
H -0.587 8.198 0.895
H -0.194 6.597 -0.958

# 3
111
Properties=species:S:1:pos:R:3 method="wB97M-V/def2-TZVPD" e_homo_ha=-0.196 energy_ha=-5508.25163 charge=-1 spin_multiplicity=1 gap_ev=7.166
Ba -0.827 -0.373 -1.233
O 3.606 -0.080 -1.429
S 2.541 0.773 -0.849
C 2.927 2.434 -1.450
C 4.182 2.601 -2.022
C 4.568 3.860 -2.445
C 3.702 4.939 -2.296
C 2.437 4.744 -1.772
C 2.017 3.477 -1.365
P 0.301 3.178 -0.783
C 0.293 4.507 0.501
C -0.663 5.509 0.611
C -0.580 6.459 1.624
C 0.465 6.432 2.532
C 1.435 5.442 2.424
C 1.342 4.488 1.425
C -0.697 3.907 -2.125
C -2.069 4.010 -1.907
C -2.901 4.528 -2.885
C -2.375 4.930 -4.101
C -1.017 4.794 -4.342
C -0.182 4.279 -3.364
C 3.045 1.038 0.895
C 4.372 1.409 1.082
C 4.888 1.560 2.355
C 4.077 1.324 3.458
C 2.766 0.926 3.274
C 2.219 0.769 1.994
P 0.489 0.185 1.807
C 0.520 -1.515 2.482
C 1.596 -2.112 3.131
C 1.550 -3.458 3.471
C 0.426 -4.215 3.179
C -0.654 -3.624 2.541
C -0.596 -2.292 2.178
C -0.449 1.142 3.063
C -0.028 2.359 3.589
C -0.861 3.105 4.413
C -2.128 2.642 4.729
C -2.561 1.430 4.207
C -1.735 0.693 3.375
H 4.821 1.735 -2.140
H 5.542 4.002 -2.896
H 4.006 5.927 -2.617
H 1.748 5.576 -1.693
H -1.475 5.563 -0.102
H -1.337 7.230 1.691
H 0.530 7.178 3.313
H 2.265 5.412 3.120
H 2.114 3.729 1.349
H -2.502 3.641 -0.986
H -3.968 4.569 -2.708
H -3.029 5.305 -4.878
H -0.606 5.050 -5.310
H 0.866 4.133 -3.592
H 5.004 1.570 0.219
H 5.920 1.857 2.487
H 4.470 1.436 4.461
H 2.140 0.726 4.135
H 2.494 -1.548 3.341
H 2.406 -3.917 3.949
H 0.397 -5.271 3.419
H -1.523 -4.211 2.287
H -1.417 -1.865 1.611
H 0.950 2.747 3.353
H -0.516 4.058 4.792
H -2.780 3.224 5.366
H -3.554 1.063 4.430
H -2.107 -0.234 2.959
O -2.131 1.759 -4.556
S -1.138 0.723 -4.460
O -0.492 0.344 -5.697
O -0.111 0.955 -3.402
C -2.075 -0.799 -3.973
C -1.738 -1.893 -4.776
C -2.508 -3.038 -4.824
C -3.652 -3.122 -4.054
C -3.956 -2.095 -3.186
C -3.187 -0.935 -3.117
S -3.802 0.137 -1.798
O -2.938 1.316 -1.752
O -5.193 0.392 -2.046
O -3.528 -0.720 -0.621
H -0.879 -1.787 -5.421
H -2.210 -3.858 -5.465
H -4.271 -4.007 -4.078
H -4.809 -2.184 -2.526
N -1.525 -8.522 3.045
C -1.442 -7.679 1.930
C -0.391 -7.800 1.025
C -0.335 -6.992 -0.101
C -1.318 -6.042 -0.328
C -2.387 -5.940 0.554
C -2.452 -6.750 1.672
S -1.319 -4.999 -1.772
O -0.441 -5.643 -2.724
O -2.711 -4.858 -2.099
N -0.758 -3.569 -1.311
C 0.570 -3.480 -1.058
S 1.786 -4.724 -1.317
C 2.957 -3.739 -0.526
C 2.408 -2.557 -0.196
N 1.080 -2.387 -0.508
H -0.639 -8.882 3.363
H -2.072 -8.153 3.807
H 0.382 -8.541 1.197
H 0.466 -7.105 -0.817
H -3.177 -5.229 0.341
H -3.295 -6.673 2.351
H 3.978 -4.055 -0.393
H 2.949 -1.758 0.286

# 4
104
Properties=species:S:1:pos:R:3 method="wB97M-V/def2-TZVPD" e_homo_ha="-0.045 / -0.045" energy_ha=-3164.50811 charge=-2 spin_multiplicity=1 gap_ev="5.051 / 5.052"
Cs 2.063 1.532 -0.097
C -2.989 2.430 6.636
C -2.011 3.282 6.146
C -1.392 3.014 4.932
C -1.738 1.891 4.181
C -2.729 1.046 4.687
C -3.347 1.308 5.900
C -1.077 1.614 2.875
C -0.417 0.360 2.752
C -0.245 -0.606 3.832
C 0.426 -1.658 3.303
C 0.646 -1.343 1.899
C 1.310 -2.182 0.988
C 1.842 -3.469 1.525
C 3.214 -3.666 1.669
C 3.709 -4.868 2.157
C 2.841 -5.892 2.510
C 1.472 -5.707 2.371
C 0.980 -4.506 1.882
C 1.542 -1.969 -0.390
N 1.159 -0.865 -1.065
C 1.581 -0.991 -2.333
C 1.412 0.013 -3.329
C 2.006 -0.299 -4.663
C 1.197 -0.477 -5.784
C 1.751 -0.771 -7.023
C 3.127 -0.891 -7.159
C 3.943 -0.714 -6.050
C 3.388 -0.420 -4.813
C 0.778 1.262 -3.211
C 0.756 2.294 -4.248
C 0.137 3.368 -3.710
C -0.225 3.000 -2.339
N 0.167 1.742 -2.098
C -0.862 3.861 -1.407
C -1.119 3.612 -0.042
C -2.088 4.356 0.768
C -2.150 3.726 1.961
C -1.213 2.600 1.887
N -0.609 2.601 0.679
C -1.379 5.143 -1.960
C -0.989 6.368 -1.413
C -1.473 7.567 -1.917
C -2.360 7.570 -2.985
C -2.760 6.361 -3.538
C -2.277 5.164 -3.029
C 2.227 -2.283 -2.512
C 2.208 -2.892 -1.297
N 0.145 -0.112 1.630
H -3.472 2.636 7.584
H -1.716 4.159 6.711
H -0.622 3.674 4.554
H -3.005 0.177 4.102
H -4.115 0.636 6.266
H -0.557 -0.486 4.858
H 0.751 -2.551 3.814
H 3.888 -2.863 1.396
H 4.779 -4.998 2.264
H 3.229 -6.830 2.890
H 0.783 -6.501 2.639
H -0.083 -4.342 1.750
H 0.124 -0.385 -5.667
H 1.104 -0.910 -7.881
H 3.562 -1.120 -8.125
H 5.019 -0.797 -6.145
H 4.018 -0.271 -3.944
H 1.188 2.217 -5.234
H -0.020 4.326 -4.183
H -2.681 5.200 0.450
H -2.805 3.962 2.786
H -0.291 6.364 -0.585
H -1.145 8.500 -1.473
H -2.736 8.505 -3.383
H -3.459 6.343 -4.366
H -2.597 4.221 -3.454
H 2.642 -2.668 -3.431
H 2.612 -3.863 -1.054
C -4.181 -3.339 3.048
C -2.896 -2.704 2.538
N -3.126 -1.852 1.389
C -2.514 -1.932 0.183
S -2.562 -0.705 -0.905
N -1.812 -3.125 -0.059
C -2.635 -4.300 -0.338
C -1.751 -5.514 -0.547
H -3.983 -3.946 3.934
H -4.648 -3.970 2.290
H -4.905 -2.570 3.327
H -2.161 -3.454 2.253
H -2.424 -2.115 3.330
H -3.529 -0.942 1.553
H -1.189 -2.935 -0.838
H -3.263 -4.131 -1.225
H -3.313 -4.465 0.502
H -1.060 -5.352 -1.377
H -2.353 -6.395 -0.779
H -1.149 -5.726 0.338
F 5.983 0.760 -1.745
C 6.092 0.566 -0.413
F 5.680 -0.703 -0.179
F 7.425 0.592 -0.138
C 5.290 1.597 0.460
O 5.407 1.410 1.674
O 4.603 2.411 -0.179

Energy relative to the best compared isomer or geometry (same formula, charge and spin) across the listed records, respectively: 0.0, 73.2, 19.1, 16.3 kcal per mole.
Molar mass across the listed records, respectively: 980.0, 1215.1, 1198.5, 990.9 g/mol.